a) Formula: C27H63N9O9
Source: OMol25
Level of theory: wB97M-V/def2-TZVPD

- Structure (SMILES): CN(C)C=O.CN(C)C=O.CN(C)C=O.CN(C)C=O.CN(C)C=O.CN(C)C=O.CN(C)C=O.CN(C)C=O.CN(C)C=O
- Orbital gap: 0.3253 Ha
- E_LUMO: -0.06 eV

```
! RIJCOSX wB97M-V def2-TZVPD def2/J DEFGRID3
* xyz 0 1
C -2.6399 7.1162 7.5733
N -3.1346 6.1260 6.6381
C -4.3397 6.4549 6.0533
C -2.5167 4.9636 6.3064
O -2.7769 4.2151 5.4715
H -1.7369 6.8253 8.1101
H -3.4896 7.4466 8.1708
H -2.2637 7.9333 6.9578
H -4.5766 7.5070 6.2117
H -4.3310 6.2773 4.9778
H -5.1501 5.8299 6.4285
H -1.7111 4.7784 7.0337
C 5.3868 -0.3360 0.3480
N 6.7638 0.0314 0.6466
C 7.5064 0.8899 -0.2837
C 7.3715 -0.4271 1.7542
O 6.8724 -1.1998 2.5141
H 4.5891 0.3827 0.5360
H 5.0407 -1.0973 1.0471
H 5.1979 -0.7315 -0.6500
H 7.4852 0.4506 -1.2811
H 7.2741 1.9397 -0.1047
H 8.5646 0.6794 -0.1284
H 8.3830 0.0075 1.7393
C 2.7701 -7.1027 -2.7695
N 2.6270 -5.8685 -2.0352
C 3.0513 -4.6634 -2.7070
C 2.3363 -5.8515 -0.7177
O 1.7112 -6.7754 -0.2276
H 2.3123 -6.9690 -3.7496
H 2.2020 -7.7839 -2.1360
H 3.7631 -7.5502 -2.8113
H 4.1265 -4.8269 -2.7784
H 2.5512 -4.4801 -3.6580
H 2.8632 -3.7473 -2.1470
H 2.6233 -4.9426 -0.1666
C -3.7326 -6.8176 -0.2335
N -4.5323 -5.6493 -0.2553
C -3.8687 -4.6075 0.3689
C -5.7740 -5.6822 -0.8313
O -6.5230 -4.7580 -0.8166
H -2.9676 -6.8262 -1.0100
H -4.3435 -7.7092 -0.3754
H -3.2991 -6.9523 0.7574
H -3.4914 -4.9482 1.3330
H -3.0534 -4.2886 -0.2804
H -4.3493 -3.6726 0.6570
H -5.9004 -6.7133 -1.1959
C 0.6579 -1.5013 -6.7485
N -0.2624 -0.8182 -5.8566
C 0.0155 0.6137 -5.5734
C -1.4331 -1.4383 -5.5268
O -2.3654 -0.9394 -4.9243
H 0.7189 -2.5831 -6.6300
H 1.6361 -1.0692 -6.5378
H 0.2945 -1.2383 -7.7420
H 0.9860 0.8198 -5.1220
H -0.1212 1.1517 -6.5114
H -0.6585 1.1759 -4.9271
H -1.5859 -2.4386 -5.9606
C 0.4318 2.0265 -0.3715
N 0.3449 0.8640 0.6377
C 0.7519 1.3219 2.0312
C -0.0020 -0.3876 0.2728
O 0.0815 -1.2558 1.1384
H 1.1304 2.0199 -1.2081
H 0.5147 3.0195 0.0703
H -0.5086 2.0088 -0.9223
H 0.9613 0.6270 2.8445
H 1.6949 1.8270 1.8224
H -0.0228 2.0399 2.3002
H -0.2492 -0.5590 -0.7863
C 2.6692 -5.8920 6.6462
N 2.0544 -6.4370 5.4547
C 1.2250 -5.3126 4.7656
C 2.0252 -7.6822 5.0968
O 2.7141 -8.5545 5.6886
H 3.3186 -5.0895 6.2964
H 3.2374 -6.6610 7.1694
H 1.8799 -5.6809 7.3676
H 0.3250 -5.1301 5.3528
H 1.7727 -4.3704 4.7445
H 0.9643 -5.6450 3.7608
H 1.3559 -7.8756 4.2443
C -7.5624 3.4547 -2.6584
N -6.4481 3.1591 -1.7528
C -5.2971 2.4400 -2.2553
C -6.4888 3.4434 -0.4252
O -7.2309 4.2686 0.1302
H -7.1545 4.2122 -3.3276
H -8.4173 3.8355 -2.0997
H -7.9467 2.5394 -3.1085
H -5.5658 1.3859 -2.1863
H -5.1499 2.7582 -3.2874
H -4.3286 2.6565 -1.8045
H -5.6486 2.9050 0.0400
C 3.3314 8.6928 -3.7050
N 2.1846 7.8437 -3.3452
C 2.0544 7.8045 -1.8473
C 1.3404 7.1433 -4.2019
O 0.4564 6.4029 -3.7443
H 3.1771 9.7651 -3.8256
H 3.6235 8.3128 -4.6839
H 4.1372 8.5665 -2.9819
H 2.0098 8.7592 -1.3231
H 1.0874 7.3702 -1.5937
H 2.8570 7.2383 -1.3747
H 1.5561 7.2098 -5.2795
*
```

---

b) Formula: C27H63N9O9
Source: OMol25
Level of theory: wB97M-V/def2-TZVPD

- Structure (SMILES): CNC(C)=O.CNC(C)=O.CNC(C)=O.CNC(C)=O.CNC(C)=O.CNC(C)=O.CNC(C)=O.CNC(C)=O.CNC(C)=O
- Orbital gap: 0.3310 Ha
- E_LUMO: 0.33 eV

```
! RIJCOSX wB97M-V def2-TZVPD def2/J DEFGRID3
* xyz 0 1
C -4.3847 -3.8055 -0.0446
N -5.4842 -3.0112 0.5488
C -5.3964 -2.1272 1.5505
C -6.7306 -1.4852 2.0333
O -4.3247 -1.9116 2.0498
H -3.7242 -3.1432 -0.5726
H -4.8457 -4.6225 -0.7023
H -3.8355 -4.2590 0.8089
H -6.4203 -3.2121 0.0894
H -6.5619 -0.6544 2.7490
H -7.3585 -2.1635 2.6328
H -7.4242 -1.1401 1.2632
C 2.9067 -2.8065 3.0200
N 1.5111 -2.6273 3.3829
C 0.8364 -3.2714 4.3567
C -0.7015 -3.0400 4.4893
O 1.3920 -4.1119 5.0498
H 3.3044 -2.1051 3.2274
H 3.0069 -3.0397 2.0323
H 3.2805 -3.7510 3.6328
H 0.7898 -2.0344 2.8434
H -1.0969 -3.4687 3.5531
H -0.9957 -1.9411 4.5564
H -1.1282 -3.5193 5.3534
C -2.4901 2.9959 -0.3395
N -2.6049 3.5358 -1.6259
C -2.6425 2.8894 -2.7872
C -2.4264 3.7784 -4.0575
O -2.7082 1.5929 -2.8550
H -1.9799 1.9503 -0.1348
H -3.3976 2.8875 0.0095
H -1.9797 3.5722 0.2872
H -2.5321 4.7782 -1.7967
H -3.0888 3.3233 -4.6377
H -1.4658 3.5687 -4.4183
H -2.7993 4.8095 -3.9899
C -1.0975 -1.2158 1.5632
N 0.2355 -0.7808 1.5924
C 0.5055 0.4961 2.0052
C 1.9881 0.8640 1.6746
O -0.1909 1.0831 2.5863
H -1.6377 -0.9088 2.3872
H -1.1851 -2.2920 1.3121
H -1.5419 -0.6538 0.6445
H 0.8984 -1.1417 0.7605
H 2.2896 2.0449 2.1159
H 2.2993 0.7622 0.6068
H 2.6162 0.2424 2.0521
C -2.4431 6.2986 5.7055
N -1.4612 5.5022 5.0252
C -1.5702 4.9166 3.7633
C -0.4422 4.1737 3.2155
O -2.5638 4.9956 3.0809
H -3.5376 6.0205 5.5187
H -2.3132 7.2592 5.0571
H -2.5835 6.5355 6.7922
H -0.6528 4.9832 5.5752
H 0.5891 4.6937 3.0452
H -0.6253 3.4196 2.4929
H 0.0315 3.3726 3.9893
C 0.7145 -4.6399 0.1250
N 1.6576 -4.4395 -1.0068
C 2.0874 -3.2405 -1.3639
C 2.9749 -3.1032 -2.5690
O 1.8100 -2.2119 -0.7410
H 1.5132 -4.6852 0.9283
H 0.4093 -5.6781 -0.2119
H -0.2190 -4.0390 0.0829
H 1.6222 -5.1543 -1.7404
H 4.0411 -3.5242 -2.3716
H 3.1867 -1.8857 -2.7595
H 2.7471 -3.7117 -3.4423
C 7.5994 -0.5328 -3.0244
N 6.9988 -0.4070 -1.6596
C 5.6448 -0.1642 -1.6918
C 4.8074 -0.0340 -0.4272
O 5.0018 -0.0461 -2.7533
H 8.6613 -0.4805 -2.9544
H 7.1774 0.2868 -3.6106
H 7.4421 -1.4958 -3.6138
H 7.6615 -0.0900 -0.9477
H 4.3616 0.7767 -0.0950
H 5.6215 -0.3575 0.4107
H 3.9093 -0.7065 -0.2656
C -4.7758 -1.6308 -3.4530
N -3.3401 -1.3134 -3.1600
C -2.4240 -2.2362 -3.2515
C -0.9907 -1.9249 -2.8205
O -2.7155 -3.4043 -3.4524
H -5.0061 -2.3633 -4.3129
H -5.4277 -0.7052 -3.6859
H -5.1785 -1.8507 -2.5606
H -3.2060 -0.3200 -2.9617
H -0.5421 -1.3176 -3.6176
H -0.2990 -2.7304 -2.8055
H -0.9418 -1.3373 -1.8836
C 1.1568 2.1211 -2.1007
N 2.2512 2.8573 -2.8507
C 3.3095 3.3272 -2.1850
C 4.3614 4.1362 -3.0524
O 3.5221 2.9327 -0.9644
H 1.2550 1.1591 -1.9908
H 0.3341 2.2203 -2.9492
H 0.9917 2.6009 -1.1385
H 2.1553 3.1189 -3.8277
H 3.8970 4.8520 -3.6714
H 5.1397 3.4503 -3.4462
H 4.9346 4.8211 -2.2746
*
```

---

Computed relative energies in units of kcal/mol: a) 0.0; b) 89.4

---

a) Formula: C7H10N2
Source: OMol25
Level of theory: wB97M-V/def2-TZVPD

- Orbital gap: 0.3321 Ha
- E_LUMO: 0.65 eV

```
! RIJCOSX wB97M-V def2-TZVPD def2/J DEFGRID3
* xyz 0 1
C -0.3279 0.3479 -1.0558
C -0.7327 -1.1474 -0.9944
C -0.2300 -0.4117 1.2334
C 1.7985 1.1511 0.2637
C 0.2641 0.7548 0.3203
C -0.1768 -1.6631 0.3264
C 2.8222 0.1836 -0.4986
N 1.3843 -1.6642 0.2690
N 2.0916 -0.8288 -0.2620
H 0.3880 0.5223 -1.8585
H -1.2123 0.9475 -1.2715
H -1.8192 -1.2563 -1.0146
H -0.3209 -1.6974 -1.8420
H 0.3774 -0.5335 2.1309
H -1.2602 -0.2033 1.5368
H 1.8584 2.0764 -0.3098
H 2.1590 1.3387 1.2773
H -0.2200 1.6703 0.6713
H -0.4873 -2.6194 0.7136
*
```

---

b) Formula: C7H10N2
Source: OMol25
Level of theory: wB97M-V/def2-TZVPD

- Orbital gap: 0.3295 Ha
- E_LUMO: 1.09 eV

```
! RIJCOSX wB97M-V def2-TZVPD def2/J DEFGRID3
* xyz 0 1
C -1.4927 -1.0843 -0.0753
C -0.8584 -0.0806 0.9954
C 0.7625 -0.3692 1.0588
C 0.7959 -0.3851 -1.0264
C 1.1910 0.7624 0.0099
C 0.1063 1.7733 -0.0264
C -0.8170 0.0235 -0.9006
H -2.6427 -1.0558 -0.1899
H -0.9952 -2.0248 -0.3978
H -1.3894 -0.2100 2.0214
H 1.1359 -0.6406 2.0681
H 1.0559 -2.2521 -0.1701
H 1.2036 -0.2804 -1.9237
H 2.3255 1.0924 0.2295
H 0.2957 2.3573 -0.9454
H 0.4326 2.2843 0.9243
H -1.3105 0.4392 -1.8033
N 1.2485 -1.3024 0.0116
N -1.0476 0.9530 0.1398
*
```

---

Computed relative energies in units of kcal/mol: a) 0.0; b) 13.1

---

a) Formula: C2H15NO5
Source: OMol25
Level of theory: wB97M-V/def2-TZVPD

- Structure (SMILES): C=CN.O.O.O.O.O
- Orbital gap: 0.3246 Ha
- E_LUMO: 0.54 eV

```
! RIJCOSX wB97M-V def2-TZVPD def2/J DEFGRID3
* xyz 0 1
C -3.5976 -0.6260 2.2959
C -3.4550 0.6579 1.9670
N -2.2697 1.3600 2.0334
H -2.8340 -1.2422 2.7522
H -4.5585 -1.1224 2.3122
H -4.2776 1.2251 1.5545
H -1.4601 1.0698 2.5361
H -2.2912 2.2498 1.5730
O 2.8261 -4.1517 -0.5017
H 3.0049 -3.3871 0.0302
H 3.6603 -4.6023 -0.6440
O -1.8541 -2.3670 -0.5773
H -1.5018 -3.2577 -0.6609
H -2.6001 -2.4352 0.0211
O 2.6170 1.5811 -1.1586
H 2.3353 1.9731 -1.9872
H 2.2846 0.6784 -1.1593
O 4.9716 4.4458 -3.3830
H 4.2384 4.4857 -4.0004
H 4.6096 4.6162 -2.5096
O 0.2724 -0.1341 -0.3508
H -0.4799 -0.6211 -0.7096
H 0.3595 -0.3962 0.5667
*
```

---

b) Formula: C2H15NO5
Source: OMol25
Level of theory: wB97M-V/def2-TZVPD

- Orbital gap: 0.1503 Ha
- E_LUMO: -5.56 eV

```
! RIJCOSX wB97M-V def2-TZVPD def2/J DEFGRID3
* xyz 0 1
C 0.6540 -1.4908 1.1054
C -0.0237 -0.1307 0.8884
N 0.7525 0.9858 1.2155
H -0.0405 -2.3057 0.9189
H 1.4672 -1.6448 0.4036
H -0.9201 -0.2343 1.4955
H 0.3522 1.9141 0.9956
H 1.6130 0.9107 0.6040
H 1.5335 -0.4869 -2.8540
H 1.9279 -0.1263 -1.3710
O 1.2052 -0.5010 -1.9531
H 3.7309 0.7144 -0.5521
H 1.0175 -1.5637 2.1331
O 2.8890 0.3714 -0.2242
H -0.4310 -0.1725 -0.1821
H -1.3717 1.7826 -0.5021
O -2.4564 0.7340 -0.0780
H -2.5369 -0.6773 0.0304
H -2.9066 -2.3198 -0.1352
O -2.2096 -1.6578 -0.1571
H -3.2434 0.9552 0.4281
H -0.2847 2.4270 -1.5301
O -0.7184 2.5162 -0.6792
*
```

---

Computed relative energies in units of kcal/mol: a) 0.0; b) 167.3

---

a) Formula: CH10N6
Source: OMol25
Level of theory: wB97M-V/def2-TZVPD

- Orbital gap: 0.3377 Ha
- E_LUMO: -7.08 eV

```
! RIJCOSX wB97M-V def2-TZVPD def2/J DEFGRID3
* xyz 2 1
C -8.4379 -0.0765 -0.4166
N 9.4646 -0.9672 -0.2613
N -7.2619 0.0683 0.0344
N -6.4925 1.0933 0.0779
N 10.8975 0.6334 0.5128
N -6.2844 -1.2847 0.2242
N 10.1516 0.0247 -0.4192
H -9.1021 0.6864 -0.6781
H -9.0370 -0.9572 -0.4370
H 9.3040 -1.3435 0.6384
H -6.7588 2.0323 0.1922
H -5.5469 1.0934 -0.3107
H 11.2842 1.5627 0.3855
H 10.5768 0.4927 1.4866
H -6.3288 -1.7260 -0.6837
H -6.7502 -1.8553 0.9292
H 10.3219 0.5231 -1.2747
*
```

---

b) Formula: CH10N6
Source: OMol25
Level of theory: wB97M-V/def2-TZVPD

- Orbital gap: 0.3561 Ha
- E_LUMO: -5.61 eV

```
! RIJCOSX wB97M-V def2-TZVPD def2/J DEFGRID3
* xyz 2 1
C 3.9279 -8.9487 3.7646
N 3.3242 -8.4988 4.6460
N 4.5429 -9.3080 2.7278
N -3.2381 3.4230 -1.9869
N -1.3736 3.9101 -3.0304
N -1.2148 4.2348 -0.2947
N -1.9777 3.2913 -2.0974
H 2.9320 -8.4549 5.5669
H 5.5207 -9.0665 2.5834
H 4.0869 -9.8665 2.0100
H -3.6972 2.8636 -1.2812
H -3.7849 4.1164 -2.5011
H -1.8077 4.6329 -3.6076
H -0.3846 3.7291 -3.1350
H -0.5276 4.9656 -0.4436
H -1.9202 4.5902 0.3414
H -0.7515 3.4532 0.1534
*
```

---

Computed relative energies in units of kcal/mol: a) 83.3; b) 0.0